Record 1
{"formula": "C22H20N5O3", "method": "ωB97M-V/def2-TZVPD", "e_above_lowest_kcal_mol": 0.0, "charge": -1, "e_homo_ev": -3.4228, "e_tot_ev": -36731.82470, "orbital_gap_ev": 5.63, "smiles": "CCOC(=O)[C@@H](/C(C)=N\\N=C(\\[O-])Nc1ccccc1)[C@@H](C#N)c1ccc(C#N)cc1", "elements": ["C", "C", "O", "C", "O", "C", "C", "C", "N", "N", "C", "O", "N", "C", "C", "C", "C", "C", "C", "C", "C", "N", "C", "C", "C", "C", "C", "N", "C", "C", "H", "H", "H", "H", "H", "H", "H", "H", "H", "H", "H", "H", "H", "H", "H", "H", "H", "H", "H", "H"], "coordinates": [[2.51947, 1.62527, 4.44630], [1.52301, 1.94919, 3.36992], [1.47827, 0.77642, 2.49968], [0.35720, 0.63428, 1.76662], [-0.47682, 1.51285, 1.63111], [0.17279, -0.81499, 1.21807], [-0.52642, -0.83309, -0.12604], [-1.29616, -2.05384, -0.53917], [-0.63965, 0.15886, -0.95477], [0.14636, 1.17773, -0.94072], [-0.40562, 2.36383, -1.46248], [0.32446, 3.35238, -1.47912], [-1.71559, 2.27802, -1.88108], [-2.45168, 3.25836, -2.52656], [-3.82517, 3.04928, -2.79030], [-4.55939, 4.00770, -3.49415], [-3.93595, 5.18441, -3.94288], [-2.58096, 5.40192, -3.66317], [-1.84521, 4.45747, -2.94014], [1.47935, -1.54326, 1.35874], [1.80491, -1.56938, 2.78266], [2.03321, -1.71445, 3.92179], [1.58911, -2.96286, 0.78704], [1.99252, -3.12709, -0.54058], [2.30574, -4.39896, -1.01240], [2.13416, -5.51910, -0.18675], [2.43364, -6.83702, -0.68908], [2.65734, -7.91240, -1.09524], [1.72959, -5.35467, 1.13821], [1.43634, -4.07665, 1.61936], [2.53882, 2.42535, 5.18678], [2.28437, 0.68122, 4.94337], [3.52366, 1.52493, 4.02835], [0.53227, 2.14478, 3.79328], [1.85907, 2.78564, 2.74977], [-0.55712, -1.27185, 1.91655], [-0.90708, -2.95724, -0.06212], [-2.36307, -1.91869, -0.29313], [-1.20908, -2.21230, -1.62200], [-2.13018, 1.37004, -1.72123], [-4.29113, 2.12944, -2.42308], [-5.62069, 3.83560, -3.68633], [-4.50734, 5.92868, -4.50060], [-2.08281, 6.31169, -3.99923], [-0.80128, 4.63041, -2.68776], [2.25518, -0.96889, 0.81759], [2.09005, -2.23604, -1.16950], [2.72240, -4.51602, -2.01304], [1.68444, -6.21251, 1.81210], [1.12066, -3.94443, 2.65535]], "mulliken_charge": [-1.156, -0.274, -0.261, -0.002, -0.660, 1.328, -0.255, -1.408, -0.218, -0.709, 0.383, -0.741, -0.017, 0.521, -0.484, -0.437, -0.433, -0.556, -0.346, 0.992, 0.042, -0.727, -0.824, 0.176, -0.926, 0.682, 0.022, -0.568, -0.964, -0.040, 0.415, 0.297, 0.269, 0.347, 0.271, 0.154, 0.363, 0.279, 0.342, 0.118, 0.317, 0.327, 0.330, 0.326, 0.485, 0.476, 0.510, 0.412, 0.405, 0.413]}

---

Record 2
{"formula": "C2H2FI", "method": "ωB97M-V/def2-TZVPD", "e_above_lowest_kcal_mol": 47.0, "charge": 0, "e_homo_ev": -10.0910, "e_tot_ev": -12921.11045, "orbital_gap_ev": 10.54, "smiles": "C#CF.I", "elements": ["C", "C", "F", "H", "I", "H"], "coordinates": [[1.38384, -1.17526, -0.02758], [1.54595, -0.04320, -0.44034], [2.14494, 0.94319, -1.05544], [0.79823, -2.01446, 0.17469], [-2.24093, 0.72711, 0.70712], [-3.63205, 1.56261, 0.64155]], "mulliken_charge": [-0.223, 0.071, -0.190, 0.343, -0.092, 0.091]}

---

Record 3
{"formula": "C8H17P2Pt", "method": "ωB97M-V/def2-TZVPD", "e_above_lowest_kcal_mol": 0.0, "charge": 1, "e_homo_ev": [-7.8439, -13.2847], "e_tot_ev": -30381.43144, "orbital_gap_ev": [5.09, 6.44], "multiplicity": 5, "elements": ["C", "C", "C", "C", "C", "Pt", "P", "H", "H", "H", "H", "H", "H", "H", "H", "C", "P", "C", "C", "H", "H", "H", "H", "H", "H", "H", "H", "H"], "coordinates": [[0.72343, -2.51115, -1.01828], [0.81207, -2.69282, -2.36487], [0.61484, -1.72960, -3.36443], [0.16324, -0.40669, -3.15159], [-0.02242, 0.23470, -1.94919], [0.41004, -0.71179, -0.25730], [0.92714, -1.86523, 1.65081], [0.80132, -3.41862, -0.37421], [1.03612, -3.71232, -2.68591], [0.71481, -2.07964, -4.39495], [-0.45534, 1.26569, -1.95944], [-0.07243, 0.15258, -4.05404], [2.02039, -1.25613, 2.35511], [1.32813, -3.23000, 1.53505], [-0.23249, -1.93556, 2.48645], [-0.10092, 3.14659, 0.69514], [-0.20185, 1.30747, 0.82409], [0.16503, 1.15553, 2.59273], [-2.01148, 1.08942, 0.65355], [0.92476, 3.51773, 0.81600], [-0.71482, 3.53949, 1.52277], [-0.49943, 3.54740, -0.24212], [-0.18040, 2.06174, 3.09422], [-0.34220, 0.31147, 3.04920], [1.24993, 1.06206, 2.71586], [-2.50993, 1.71884, 1.40250], [-2.26571, 1.40647, -0.36966], [-2.28184, 0.03239, 0.79250]], "mulliken_charge": [-0.242, -0.505, -0.090, -0.292, -0.627, 0.514, -0.150, 0.258, 0.298, 0.347, 0.272, 0.324, 0.150, 0.120, 0.153, -1.178, 0.687, -1.308, -1.137, 0.366, 0.389, 0.361, 0.389, 0.402, 0.360, 0.389, 0.387, 0.363]}